# 1
{
  "formula": "C10H30O5",
  "method": "ωB97M-V with the def2-TZVPD basis set",
  "species": ["C", "C", "O", "H", "H", "H", "H", "H", "H", "C", "C", "O", "H", "H", "H", "H", "H", "H", "C", "C", "O", "H", "H", "H", "H", "H", "H", "C", "C", "O", "H", "H", "H", "H", "H", "H", "C", "C", "O", "H", "H", "H", "H", "H", "H"],
  "coordinates": [[0.628426, 0.862120, 1.323355], [1.175136, 1.947300, 2.343345], [2.050976, 1.361210, 3.285755], [1.485616, 0.611820, 0.698325], [-0.126604, 1.278460, 0.656505], [0.242926, -0.010570, 1.850515], [0.407636, 2.438270, 2.941675], [1.723936, 2.707920, 1.788025], [1.735586, 1.445580, 4.188535], [-3.989914, -2.508160, 0.618225], [-4.677754, -2.838540, 1.956705], [-3.843694, -3.629280, 2.760335], [-3.558174, -3.423570, 0.213595], [-3.189824, -1.769260, 0.662705], [-4.681504, -2.126830, -0.133035], [-5.526224, -3.454010, 1.657705], [-5.133224, -1.977310, 2.445505], [-4.189424, -3.559500, 3.653195], [3.408546, -3.267950, 2.317285], [4.456396, -2.634670, 1.292135], [5.283846, -3.666220, 0.793125], [3.756116, -4.222710, 2.711885], [2.443746, -3.357330, 1.818005], [3.241526, -2.525860, 3.098005], [5.100706, -1.842080, 1.672605], [3.911506, -2.113970, 0.504695], [4.691086, -4.313780, 0.404655], [-4.278024, 3.625070, -1.164355], [-5.531834, 3.022090, -0.466945], [-5.774094, 1.818570, -1.068485], [-3.394204, 2.989950, -1.224275], [-3.817634, 4.520610, -0.747045], [-4.445654, 3.805880, -2.226105], [-6.313344, 3.771910, -0.589915], [-5.468124, 2.839130, 0.605705], [-6.692834, 1.706110, -1.323185], [4.954296, 2.058830, -4.259655], [3.654356, 1.191330, -4.203485], [3.618666, 0.277800, -5.341535], [5.790626, 1.563660, -4.753055], [5.172106, 2.348540, -3.231685], [4.875976, 2.981330, -4.834955], [2.712366, 1.739550, -4.189075], [3.729646, 0.624320, -3.275615], [4.380336, -0.295740, -5.229715]],
  "forces_ev_per_angstrom": [[0.8, 1.3, 0.9], [-0.9, -0.8, -0.2], [0.9, -0.6, 0.0], [-0.1, -0.4, 0.0], [-0.1, 0.1, 0.2], [0.1, 0.1, -0.1], [-0.5, 0.1, -0.5], [0.0, 0.1, 0.0], [-0.2, 0.1, -0.2], [0.2, 0.1, 0.3], [-0.7, -0.2, -1.9], [0.4, 0.3, 0.6], [0.0, -0.1, 0.1], [0.1, 0.0, 0.4], [-0.3, -0.1, 0.2], [-0.4, -0.1, 0.0], [0.5, 0.3, 0.2], [0.2, -0.2, 0.1], [0.7, 1.8, -0.9], [-1.0, -0.7, 0.8], [0.2, 0.2, -0.4], [0.0, 0.2, 0.0], [0.0, -0.4, 0.0], [0.0, -0.3, 0.3], [0.1, -0.4, 0.6], [-0.2, -0.2, -0.3], [0.1, -0.2, -0.1], [0.8, -0.1, 0.1], [1.3, 1.9, 0.1], [-0.7, -1.9, -1.2], [-0.3, -0.8, 0.5], [-0.7, 0.3, 0.3], [-0.6, 0.2, 0.1], [-0.4, -0.1, -0.1], [0.6, 0.4, 0.2], [0.0, 0.1, 0.1], [-1.1, 0.4, 0.0], [1.5, -0.5, -1.0], [-0.4, 0.7, 0.9], [0.0, -0.5, 0.5], [0.5, 0.0, -0.1], [-0.5, 0.1, 0.0], [0.2, 0.1, -0.2], [-0.3, -0.2, 0.0], [0.0, -0.1, -0.1]],
  "lowdin_charge": [-0.07, -0.30, -0.10, 0.06, 0.06, 0.07, 0.10, 0.10, 0.08, -0.08, -0.34, -0.07, 0.07, 0.06, 0.07, 0.10, 0.11, 0.08, -0.07, -0.30, -0.09, 0.07, 0.06, 0.06, 0.10, 0.09, 0.08, -0.08, -0.34, -0.07, 0.06, 0.06, 0.07, 0.11, 0.10, 0.09, -0.09, -0.27, -0.10, 0.07, 0.06, 0.06, 0.11, 0.09, 0.07],
  "smiles": "CCO.CCO.CCO.CCO.CCO",
  "homo_ev": -10.0,
  "homo_lumo_gap_ev": 10.539,
  "e_lumo_ha": 0.01950,
  "de_lowest_kcal_mol": 45.46,
  "total_energy_ha": -775.088084
}



# 2
{
  "formula": "C5H10N2O3",
  "method": "ωB97M-V with the def2-TZVPD basis set",
  "species": ["N", "C", "O", "C", "C", "C", "N", "C", "O", "O", "H", "H", "H", "H", "H", "H", "H", "H", "H", "H"],
  "coordinates": [[-1.039525, 2.050245, 0.647039], [-0.105828, 2.391060, -0.225946], [0.494306, 3.469831, -0.133299], [0.205263, 1.289313, -1.202183], [0.743611, 0.052089, -0.315631], [-0.245991, -1.089866, 0.073803], [-0.931015, -0.664704, 1.266736], [0.574444, -2.387465, 0.357379], [0.797343, -2.807034, 1.442289], [1.086148, -3.016022, -0.797722], [-1.455507, 2.769268, 1.144158], [-1.292932, 1.052622, 0.773945], [0.901837, 1.689996, -1.940227], [-0.743678, 0.935177, -1.665311], [1.460464, -0.429092, -1.058783], [1.428804, 0.434373, 0.481034], [-0.979690, -1.213153, -0.761784], [-1.468152, -1.394738, 1.641517], [-0.096129, -0.547776, 1.883957], [0.666225, -2.584124, -1.610972]],
  "forces_ev_per_angstrom": [[-0.7, -2.1, -0.4], [1.3, 1.6, 0.1], [-0.5, -1.0, -0.9], [-0.6, -1.0, 1.2], [1.9, -0.2, -3.0], [0.3, 0.7, -0.5], [2.0, 0.9, 0.3], [0.1, 0.0, -2.4], [0.1, -0.1, 0.2], [-1.5, 1.4, 0.0], [-0.7, 1.3, 1.4], [-0.2, 1.0, 0.2], [0.1, -0.5, 0.1], [0.7, 0.4, 0.0], [-0.6, 0.4, 1.0], [-0.9, -0.5, -0.2], [0.6, -0.2, 0.5], [-0.9, -1.2, 0.7], [-1.4, 0.1, 0.2], [0.9, -0.8, 1.6]],
  "lowdin_charge": [0.16, -0.59, 0.02, -0.08, -0.12, -0.32, 0.03, -0.45, 0.15, 0.05, 0.09, 0.07, 0.12, 0.12, 0.12, 0.14, 0.16, 0.08, 0.12, 0.13],
  "smiles": "NC(=O)CC[C@H](N)C(=O)O",
  "homo_ev": -9.5,
  "homo_lumo_gap_ev": 9.715,
  "e_lumo_ha": 0.00886,
  "de_lowest_kcal_mol": 26.92,
  "total_energy_ha": -531.762122
}



# 3
{
  "formula": "C16H30Br2N5O2",
  "method": "ωB97M-V with the def2-TZVPD basis set",
  "species": ["C", "C", "N", "C", "N", "C", "N", "C", "C", "C", "C", "Br", "C", "C", "Br", "H", "H", "H", "H", "H", "H", "H", "H", "H", "H", "H", "H", "H", "H", "H", "H", "C", "O", "N", "C", "C", "H", "H", "H", "H", "H", "H", "H", "C", "O", "N", "C", "C", "H", "H", "H", "H", "H", "H", "H"],
  "coordinates": [[2.686136, -3.184850, -1.937333], [2.120010, -2.879550, -3.121160], [1.363944, -1.634671, -3.206551], [2.095047, -0.442236, -3.351469], [3.501165, -0.336884, -3.460746], [1.042704, 0.541792, -3.358558], [-0.179331, -0.144672, -3.240794], [-1.415452, 0.676339, -3.253478], [-2.442592, 0.343013, -2.104980], [0.007103, -1.493903, -3.160744], [-1.128895, -2.538202, -3.018610], [-1.225658, -3.217406, -1.158604], [-1.136502, -3.681053, -4.112575], [-0.234524, -4.937290, -3.786872], [-0.468137, -2.851334, -5.791924], [3.443594, -3.994633, -1.831141], [2.410497, -2.564116, -1.053264], [2.253471, -3.544962, -4.001127], [3.817891, 0.599980, -3.211791], [3.782688, -0.524146, -4.428238], [1.197621, 1.633887, -3.468421], [-1.116513, 1.750075, -3.127389], [-1.850536, 0.599113, -4.286497], [-1.950017, -0.330208, -1.351228], [-2.900922, 1.244718, -1.629338], [-3.258791, -0.283446, -2.561445], [-2.079124, -1.959147, -3.164774], [-2.196870, -4.003774, -4.259712], [0.511471, -5.024956, -4.624631], [0.366155, -4.848002, -2.854547], [-0.856794, -5.861824, -3.845183], [-3.140904, 2.353812, 1.317886], [-4.129880, 2.105621, 0.647505], [-2.711939, 1.625427, 2.370580], [-1.521502, 1.985222, 3.123386], [-3.465079, 0.447670, 2.760795], [-2.499654, 3.225540, 1.106370], [-0.803797, 1.163468, 3.070808], [-1.797662, 2.161684, 4.164625], [-1.063640, 2.882796, 2.720788], [-3.499650, -0.253305, 1.923634], [-4.486697, 0.738875, 3.012027], [-2.999681, -0.031747, 3.620392], [1.703862, 3.695778, 4.490305], [0.716675, 3.449104, 3.818182], [2.128835, 2.965840, 5.544592], [3.315656, 3.321594, 6.299034], [1.373320, 1.789013, 5.934045], [2.346570, 4.565663, 4.279594], [4.033099, 2.499639, 6.248533], [3.039323, 3.498947, 7.340493], [3.776415, 4.222032, 5.894596], [1.339846, 1.088372, 5.097059], [0.351673, 2.082395, 6.183449], [1.835972, 1.308906, 6.794445]],
  "forces_ev_per_angstrom": [[-0.3, 0.5, -0.5], [0.6, -1.1, 1.2], [1.1, -1.6, -0.2], [-3.7, 2.1, 0.0], [-1.1, -0.2, -0.4], [2.2, -2.2, -0.1], [0.9, 0.8, 0.2], [-1.1, 0.7, 0.1], [0.0, -1.1, -0.7], [0.6, 1.7, 0.0], [0.0, 0.9, -0.9], [0.1, 0.2, -0.8], [0.6, -0.5, 1.1], [0.3, 0.1, -1.2], [-0.6, -0.2, 0.3], [-1.0, 0.6, -0.1], [0.6, -0.6, -0.7], [-0.2, 1.1, 0.4], [-0.2, -0.3, 0.0], [0.1, -0.1, 0.5], [-0.7, -1.0, 0.2], [0.1, -1.2, -0.2], [0.2, 0.0, 1.0], [-0.5, 1.0, -0.4], [0.5, -0.8, -0.4], [0.5, 0.7, 0.6], [1.0, -0.5, 0.3], [1.0, 0.5, -0.1], [-0.7, -0.1, 0.9], [-0.9, -0.2, -0.5], [0.5, 0.7, 0.4], [0.1, -0.1, 0.2], [0.1, -0.2, -0.1], [0.0, 0.2, -0.3], [-0.4, -0.2, -0.1], [-0.2, 0.2, -0.2], [0.0, 0.0, 0.1], [0.1, 0.1, 0.1], [0.2, 0.1, 0.0], [-0.1, -0.1, 0.0], [-0.1, -0.1, 0.1], [0.0, -0.2, 0.0], [0.0, 0.1, -0.1], [0.1, 0.0, 0.2], [0.3, -0.1, 0.2], [0.0, 0.3, -0.3], [-0.2, -0.2, 0.1], [-0.2, 0.1, -0.2], [0.0, 0.0, 0.0], [0.1, 0.1, 0.1], [0.2, 0.0, 0.0], [-0.1, 0.0, 0.0], [-0.1, -0.1, 0.1], [0.0, -0.1, 0.0], [0.0, 0.1, -0.1]],
  "lowdin_charge": [0.08, -0.15, 0.01, -0.22, 0.12, 0.06, -0.03, -0.14, -0.06, -0.28, -0.62, 0.76, -0.67, -0.17, 0.74, 0.09, 0.09, 0.12, 0.11, 0.11, 0.14, 0.13, 0.14, 0.06, 0.08, 0.08, 0.08, 0.11, 0.05, 0.04, 0.09, -0.36, -0.01, -0.20, -0.07, -0.04, 0.13, 0.09, 0.09, 0.06, 0.09, 0.10, 0.09, -0.32, -0.01, -0.20, -0.05, -0.04, 0.14, 0.09, 0.09, 0.09, 0.09, 0.09, 0.09],
  "total_charge": 1,
  "homo_ev": -10.8,
  "homo_lumo_gap_ev": 7.885,
  "e_lumo_ha": -0.10883,
  "total_energy_ha": -6199.677509
}



# 4
{
  "formula": "C8H15N3",
  "method": "ωB97M-V with the def2-TZVPD basis set",
  "species": ["C", "C", "C", "N", "C", "N", "C", "C", "C", "N", "C", "H", "H", "H", "H", "H", "H", "H", "H", "H", "H", "H", "H", "H", "H", "H"],
  "coordinates": [[-1.732581, 2.386109, -0.569524], [-1.336586, 0.942653, -0.728635], [-1.005068, 0.733858, -2.280575], [-0.077474, 0.775262, 0.019589], [0.492953, -0.334933, 0.533246], [1.845393, -0.286998, 0.842554], [2.531915, 1.022861, 0.644117], [2.206339, -1.424230, 1.403034], [1.100054, -2.210941, 1.555788], [0.021599, -1.564870, 0.912077], [-1.187865, -2.229535, 0.554348], [-2.767627, 2.390541, -0.873490], [-1.613629, 2.607049, 0.486109], [-1.143709, 3.042944, -1.185261], [-2.164761, 0.318039, -0.422037], [-1.831664, 0.612998, -2.905259], [-0.560783, -0.264304, -2.288217], [-0.345456, 1.550859, -2.688572], [2.453533, 1.613266, 1.505177], [3.543743, 0.807283, 0.412222], [1.862668, 1.466773, -0.095384], [3.251547, -1.609707, 1.572582], [0.895645, -3.197944, 2.034235], [-1.586537, -2.090615, -0.426126], [-1.004055, -3.294322, 0.725285], [-1.847593, -1.762093, 1.262717]],
  "forces_ev_per_angstrom": [[-0.6, -0.8, 0.7], [2.3, 0.2, -1.4], [1.3, -0.4, 2.1], [0.7, -2.2, 0.7], [-2.2, 3.2, -1.9], [-1.6, 2.9, -1.4], [-1.4, -2.2, -0.6], [0.3, -2.5, 1.7], [0.2, -1.3, -0.1], [2.8, 0.7, -0.3], [-0.1, 0.1, 1.5], [-0.5, 0.8, 0.0], [-0.3, 0.5, 0.1], [0.3, 0.3, -0.1], [-0.2, -0.5, 0.1], [-1.8, 0.3, -0.9], [0.7, 0.2, -0.4], [-0.5, -1.1, 0.6], [0.0, 0.8, 1.5], [0.9, 0.2, -0.6], [0.8, 0.3, -0.4], [0.0, -0.2, 0.6], [0.7, 1.0, -0.7], [0.3, 0.4, -0.9], [-0.5, 0.2, 0.1], [-1.4, -0.7, 0.2]],
  "lowdin_charge": [-0.10, -0.46, -0.06, 0.06, -0.30, -0.08, 0.02, -0.11, -0.06, -0.08, -0.03, 0.07, 0.07, 0.06, 0.10, 0.03, 0.06, 0.09, 0.07, 0.07, 0.07, 0.12, 0.12, 0.08, 0.09, 0.09],
  "smiles": "CC(C)N=c1n(C)ccn1C",
  "homo_ev": -6.8,
  "homo_lumo_gap_ev": 7.698,
  "e_lumo_ha": 0.03404,
  "de_lowest_kcal_mol": 54.00,
  "total_energy_ha": -478.019380
}



# 5
{
  "formula": "C2H5BO2",
  "method": "ωB97M-V with the def2-TZVPD basis set",
  "species": ["C", "C", "B", "O", "O", "H", "H", "H", "H", "H"],
  "coordinates": [[1.591952, 0.268441, 0.197058], [0.642989, -0.677277, 0.068726], [-0.985235, -0.101946, -0.006103], [-1.978203, -1.038385, 0.154918], [-1.154993, 1.273928, -0.103655], [2.663133, 0.131711, 0.242378], [1.168223, 1.238618, 0.316186], [0.720972, -1.663695, -0.213067], [-2.802444, -0.819627, -0.124552], [-1.873794, 1.441474, 0.424837]],
  "forces_ev_per_angstrom": [[-1.1, -1.4, 0.1], [-2.8, 3.7, -0.5], [3.2, -0.9, 0.4], [4.0, -0.6, 0.9], [2.2, -1.8, -1.5], [0.0, -0.1, -0.2], [0.4, 0.9, 0.2], [0.9, -2.3, -0.1], [-3.9, 1.1, -1.1], [-3.0, 1.4, 1.7]],
  "lowdin_charge": [-0.01, -0.03, -0.53, 0.19, 0.16, 0.05, 0.03, 0.03, 0.04, 0.05],
  "smiles": "C=CB(O)O",
  "homo_ev": -9.9,
  "homo_lumo_gap_ev": 10.225,
  "e_lumo_ha": 0.01288,
  "de_lowest_kcal_mol": 17.41,
  "total_energy_ha": -254.586580
}